ORCA calculation (wB97M-V/def2-TZVPD) on the molecule C2H3NS.

Structure (XYZ):
```
7
Properties=species:S:1:pos:R:3:forces:R:3
C -0.5652 -0.9760 0.5132 0.29 -1.51 0.34
N -0.2177 0.2016 0.5386 1.25 1.84 1.53
C 0.3965 0.9609 -0.3595 0.29 0.86 -1.73
S 1.9404 1.4103 -0.6836 -0.39 -0.68 0.82
H -0.8500 -1.4585 1.4456 -0.63 -0.06 -0.32
H -0.3939 -1.5079 -0.4005 -0.09 -0.99 -0.36
H -0.3101 1.3696 -1.0538 -0.73 0.54 -0.27
```
Forces are in eV/Å.

The LUMO energy is 0.0036 hartree. The relative energy (zero: lowest compared OMol25 entry of this formula, charge and spin) is 129.2 kJ/mol. As for the structure (SMILES): C=NC=S. As for the charge: 0. For the electronic energy, the calculation gives -530.8855 Eh.

Löwdin population analysis, charges in e, atoms 1 to 2: atom 1 (C): -0.01, atom 2 (N): -0.04

ORCA calculation (wB97M-V/def2-TZVPD) on a structure of composition C2H3NS.

Structure (XYZ):
```
7
Properties=species:S:1:pos:R:3:forces:R:3
C 0.0170 0.7068 0.5209 -0.45 0.40 -0.25
C -2.2740 -0.8313 -0.9604 0.44 0.50 0.08
N 1.1206 0.1040 0.2853 2.78 -3.23 1.15
S -1.5043 0.4808 -1.1874 -1.15 -0.44 -0.95
H -0.5128 0.0608 1.1607 -1.08 -0.26 2.16
H 1.5486 0.2565 -0.5780 1.40 1.01 -1.24
H 1.6050 -0.7776 0.7589 -1.94 2.02 -0.95
```
Forces are in eV/Å.

The LUMO energy is -0.0006 hartree. The relative energy (zero: lowest compared OMol25 entry of this formula, charge and spin) is 482.0 kJ/mol. As for the charge: 0. For the electronic energy, the calculation gives -530.7511 Eh.

Löwdin population analysis, charges in e, atoms 1 to 2: atom 1 (C): -0.27, atom 2 (C): -0.53

ORCA calculation (wB97M-V/def2-TZVPD) on the molecule C2H3NS3.

Structure (XYZ):
```
9
Properties=species:S:1:pos:R:3:forces:R:3
S 0.1226 -3.1658 -1.9581 -0.02 0.75 0.06
C 0.0344 -1.6779 -1.3419 0.87 -1.43 3.68
N 0.3917 -1.4464 0.3765 0.33 -0.83 -2.24
S 1.1950 0.0740 0.4494 -0.03 -1.03 0.58
C -0.2272 0.7197 -0.2481 -2.12 1.60 -0.10
S -0.5226 -0.2019 -1.9092 -0.04 1.01 1.05
H 0.9764 -2.1918 0.8211 -0.54 0.48 -1.18
H -0.0509 1.7618 -0.4467 0.23 0.51 -0.72
H -1.1616 0.7941 0.4252 1.34 -1.05 -1.12
```
Forces are in eV/Å.

The LUMO energy is -0.0067 hartree. The relative energy (zero: lowest compared OMol25 entry of this formula, charge and spin) is 180.5 kJ/mol. As for the structure (SMILES): S=C1NSCS1. As for the charge: 0. For the electronic energy, the calculation gives -1327.2479 Eh.

Löwdin population analysis, charges in e, atoms 1 to 2: atom 1 (S): 0.62, atom 2 (C): -1.23

ORCA calculation (wB97M-V/def2-TZVPD) on the molecule C2H3NS3.

Structure (XYZ):
```
9
Properties=species:S:1:pos:R:3:forces:R:3
S -2.9274 -0.9394 -0.0766 2.13 3.07 0.14
C -1.8786 0.4165 -0.0232 1.39 -2.02 0.37
N -0.4909 0.2585 0.5213 -1.55 0.46 -2.64
S 0.9617 1.2192 -0.1143 -2.26 -2.57 1.63
C 1.9796 -0.2128 0.0344 -1.06 0.22 -1.54
S 1.7171 -1.8477 -0.0365 0.24 2.00 0.53
H -2.1100 1.4596 -0.3807 0.04 -1.19 0.58
H -0.1071 -0.6912 0.2379 -1.18 0.59 0.85
H 2.8556 0.3374 -0.1622 2.24 -0.56 0.09
```
Forces are in eV/Å.

The LUMO energy is -0.0424 hartree. The relative energy (zero: lowest compared OMol25 entry of this formula, charge and spin) is 245.1 kJ/mol. As for the structure (SMILES): S=CNSC=S. As for the charge: 0. For the electronic energy, the calculation gives -1327.2233 Eh.

Löwdin population analysis, charges in e, atoms 1 to 2: atom 1 (S): 0.55, atom 2 (C): -0.67

ORCA calculation (wB97M-V/def2-TZVPD) on a structure of composition C2H3NaO2.

Structure (XYZ):
```
8
Properties=species:S:1:pos:R:3:forces:R:3
C -0.2370 0.6682 -0.2053 0.84 1.29 0.27
C 0.5502 0.3481 0.8510 -0.44 -1.20 0.42
O 0.8897 -0.8816 1.1548 -0.06 0.76 0.19
O -0.5668 -0.3898 -1.0683 -0.21 -0.78 -0.83
H 0.7957 1.1618 1.5556 0.27 -0.14 -0.37
H -1.3864 -0.2182 -1.5385 0.06 0.28 0.17
Na 0.1077 -2.3686 -0.1178 0.08 0.32 0.05
H -0.1531 1.6800 -0.6315 -0.53 -0.54 0.10
```
Forces are in eV/Å.

The LUMO energy is -0.0257 hartree. The relative energy (zero: lowest compared OMol25 entry of this formula, charge and spin) is 6.3 kJ/mol. As for the charge: 0. For the electronic energy, the calculation gives -390.7674 Eh.

Löwdin population analysis, charges in e, atoms 1 to 2: atom 1 (C): -0.24, atom 2 (C): -0.38

ORCA calculation (wB97M-V/def2-TZVPD) on the molecule C2H3O2P.

Structure (XYZ):
```
8
Properties=species:S:1:pos:R:3:forces:R:3
C -1.5604 0.2653 -0.2024 -0.35 -3.93 2.31
C -0.4131 -0.2952 0.0982 2.36 2.18 0.28
O 0.8905 0.3848 -0.1619 -2.19 -1.30 -0.09
P 2.2192 -0.4737 0.2030 0.10 0.64 -0.20
O 3.3601 0.4141 -0.0346 -0.02 -0.32 0.07
H -2.4900 -0.2028 0.1430 0.60 -0.23 0.10
H -1.7714 0.9957 -0.8279 -0.10 3.75 -2.73
H -0.2349 -1.0882 0.7825 -0.40 -0.79 0.26
```
Forces are in eV/Å.

The LUMO energy is -0.0058 hartree. The relative energy (zero: lowest compared OMol25 entry of this formula, charge and spin) is 15.4 kJ/mol. As for the structure (SMILES): C=COP=O. As for the charge: 0. For the electronic energy, the calculation gives -569.8270 Eh.

Löwdin population analysis, charges in e, atoms 1 to 2: atom 1 (C): 0.05, atom 2 (C): -0.21